[1]
ORCA calculation (ωB97M-V/def2-TZVPD) on a 2-piece molecular cluster, C4H9N2OP overall in a non-equilibrium geometry.

XYZ file:
```
17
Properties=species:S:1:pos:R:3
C -1.6605 0.6829 0.2142
C -3.1988 0.9691 0.5366
C 3.5934 0.2338 -0.7180
C 2.4590 -0.3935 -0.0933
N 0.7486 -1.7114 0.8997
N 1.6983 -1.0236 0.5388
O -0.8331 1.5276 0.2171
P -1.4134 -1.1086 -0.1577
H -3.6694 1.3762 -0.3329
H -3.8343 0.0820 0.6796
H -3.1361 1.6852 1.2999
H 4.3609 0.4530 -0.0440
H 3.0275 0.9831 -1.2104
H 4.1901 -0.3071 -1.4153
H 0.6820 -1.7468 1.9157
H -2.4594 -0.7820 -1.0654
H -0.5548 -0.9201 -1.2647
```

Results
calculated total energy	-18605.5078	eV
HOMO-LUMO gap	8.8	eV
strongest force on any atom	4.50	eV/A
relative energy (zero: lowest compared OMol25 entry of this formula, charge and spin)	98.2	kcal per mole
multiplicity	1


[2]
ORCA calculation (ωB97M-V/def2-TZVPD) on C5H7BrI2 as an isolated structure in a non-equilibrium geometry.

XYZ file:
```
15
Properties=species:S:1:pos:R:3
C 0.6820 1.1429 0.1263
C 2.0498 0.5424 -0.1382
C 0.8729 -0.2079 -0.5382
C 0.3382 -1.2687 0.2768
C -2.3242 -0.3233 0.1476
Br -2.3288 0.7481 1.7709
I -0.0142 -3.2013 -0.4110
I -2.5106 0.9156 -1.5932
H 0.4536 1.0288 1.1788
H 0.2370 1.9755 -0.3064
H 2.6859 0.7691 -1.0349
H 2.5556 0.3298 0.7785
H 0.4658 -0.2801 -1.5953
H 0.0484 -1.1152 1.3572
H -3.2114 -1.0556 -0.0190
```

Results
calculated total energy	-91537.0700	eV
HOMO-LUMO gap (spin up / spin down)	8.5 / 6.3	eV
strongest force on any atom	3.35	eV/A
relative energy (zero: lowest compared OMol25 entry of this formula, charge and spin)	17.0	kcal per mole
multiplicity	1


[3]
ORCA calculation (ωB97M-V/def2-TZVPD) on C4H8O as an isolated structure in a non-equilibrium geometry.

XYZ file:
```
13
Properties=species:S:1:pos:R:3
C -0.8680 0.9333 1.4682
C -0.1277 0.8381 0.1856
C 0.0779 -0.3519 -0.4274
O -0.4316 -1.5648 0.2148
C 0.8636 -0.7530 -1.6133
H -0.4384 1.6351 2.1918
H -1.9383 1.0015 1.2733
H -0.7920 0.0230 2.0649
H 0.1350 1.7590 -0.3354
H 0.2860 -0.9870 0.7191
H 1.4510 0.0734 -2.0322
H 1.5629 -1.5230 -1.2814
H 0.2196 -1.0838 -2.4279
```

Results
calculated total energy	-6322.5189	eV
HOMO-LUMO gap	10.0	eV
strongest force on any atom	4.04	eV/A
relative energy (zero: lowest compared OMol25 entry of this formula, charge and spin)	61.1	kcal per mole
multiplicity	1